Entry 1:
{"formula": "C10H17F9IOPS", "method": "wB97M-V/def2-TZVPD", "species": ["C", "C", "C", "I", "P", "C", "C", "C", "F", "F", "C", "F", "F", "S", "F", "F", "F", "F", "F", "C", "C", "C", "O", "H", "H", "H", "H", "H", "H", "H", "H", "H", "H", "H", "H", "H", "H", "H", "H", "H"], "positions_angstrom": [[-3.910, -0.102, -0.542], [-3.232, 1.389, -0.476], [-1.584, 1.302, -0.719], [-1.362, 0.043, -2.549], [-0.798, 0.333, 0.742], [0.638, 1.585, 0.958], [1.619, 1.720, -0.348], [3.087, 0.938, -0.160], [4.011, 2.034, 0.326], [3.074, -0.059, 0.944], [3.729, 0.422, -1.568], [5.210, 0.474, -1.439], [3.382, 1.399, -2.667], [3.227, -1.267, -2.157], [2.418, -0.545, -3.530], [1.721, -1.272, -1.351], [4.052, -2.106, -0.915], [4.682, -1.280, -3.128], [2.808, -2.793, -2.829], [-0.222, -0.693, 2.248], [-1.229, -2.165, 2.220], [-2.930, -1.857, 2.381], [-1.973, -2.500, 3.553], [-4.302, -0.362, -1.638], [-3.164, -0.987, -0.269], [-4.845, -0.222, 0.181], [-3.662, 2.009, -1.390], [-3.492, 2.007, 0.489], [-1.139, 2.383, -0.865], [-2.022, 0.632, 1.497], [-0.657, -0.833, -0.119], [1.179, 1.328, 1.966], [0.123, 2.648, 1.133], [1.861, 2.882, -0.467], [1.127, 1.400, -1.370], [0.883, -1.078, 2.155], [-0.461, -0.194, 3.284], [-0.877, -3.093, 1.453], [-3.680, -2.758, 2.311], [-3.290, -0.761, 2.652]], "smiles": "CC[C@H](I)[PH2](CCC(F)(F)C(F)(F)S(F)(F)(F)(F)F)C[C@@H]1CO1", "orbital_gap_ev": 6.464, "e_lumo_ha": -0.0913, "total_energy_ev": -65361.438}



Entry 2:
{"formula": "C2F3N", "method": "wB97M-V/def2-TZVPD", "species": ["C", "C", "N", "F", "F", "F"], "positions_angstrom": [[1.969, 0.792, 0.462], [-1.808, -1.297, -0.530], [0.831, 0.921, 0.326], [3.185, 0.690, 0.626], [-1.893, -0.593, 0.577], [-2.285, -0.513, -1.461]], "orbital_gap_ev": 11.364, "relative_energy_kcal_mol": 75.26, "e_lumo_ha": 0.0109, "total_energy_ev": -11712.589}



Entry 3:
{"formula": "C8H38O13", "method": "wB97M-V/def2-TZVPD", "species": ["C", "C", "C", "C", "C", "C", "C", "C", "H", "H", "H", "H", "H", "H", "H", "H", "H", "H", "H", "H", "H", "H", "O", "H", "H", "O", "H", "H", "O", "H", "H", "O", "H", "H", "O", "H", "H", "O", "H", "H", "O", "H", "H", "O", "H", "H", "O", "H", "H", "O", "H", "H", "O", "H", "H", "O", "H", "H", "O"], "positions_angstrom": [[1.812, 0.230, 2.668], [0.888, -0.805, 3.311], [1.101, -2.343, 2.886], [2.231, -2.988, 2.510], [-0.599, -4.173, 3.093], [-0.070, -3.086, 2.479], [-0.810, -2.732, 1.288], [-2.074, -3.162, 1.038], [1.637, -0.045, 1.531], [1.350, 1.322, 2.823], [2.835, 0.213, 3.134], [0.968, -0.721, 4.423], [-0.127, -0.655, 2.830], [3.181, -2.345, 2.454], [2.444, -3.985, 2.232], [-1.401, -4.577, 2.432], [-0.253, -4.739, 3.924], [-0.360, -2.034, 0.602], [-2.794, -3.798, 1.629], [-2.322, -3.261, 0.023], [1.866, 4.705, -3.356], [2.860, 3.819, -3.999], [2.684, 4.264, -3.191], [-2.476, 0.599, -2.334], [-3.524, -0.131, -3.317], [-3.392, 0.455, -2.541], [-1.527, -2.432, -2.169], [-1.557, -3.243, -3.423], [-0.995, -2.593, -2.915], [-3.566, 2.603, -0.779], [-3.485, 2.261, -2.190], [-3.435, 3.077, -1.599], [-1.664, -4.513, -2.109], [-2.822, -5.321, -1.450], [-2.542, -4.724, -2.180], [4.774, 0.493, 2.583], [4.241, -0.794, 1.849], [4.926, -0.430, 2.528], [-0.530, 3.940, 1.224], [-0.201, 5.066, 2.130], [-0.903, 4.348, 1.949], [3.785, 2.694, 0.597], [3.070, 2.007, 1.843], [3.934, 2.200, 1.422], [3.546, 4.487, -1.252], [2.129, 4.728, -1.047], [2.916, 4.285, -0.635], [-4.429, -1.131, -0.852], [-4.988, -2.323, -1.657], [-4.403, -2.111, -0.949], [-1.866, 4.602, -2.816], [-0.749, 3.545, -3.314], [-0.917, 4.481, -3.092], [-0.529, -1.108, -3.001], [0.214, -0.108, -2.363], [-0.472, -0.160, -3.058], [1.316, 2.420, -1.033], [0.441, 1.992, 0.101], [0.634, 1.739, -0.914]], "orbital_gap_ev": 8.551, "relative_energy_kcal_mol": 145.96, "e_lumo_ha": -0.0020, "total_energy_ev": -35525.057}



Entry 4:
{"formula": "C23H21FO3S", "method": "wB97M-V/def2-TZVPD", "species": ["F", "C", "C", "C", "C", "C", "C", "C", "C", "C", "C", "C", "C", "C", "H", "H", "H", "H", "H", "H", "H", "H", "H", "H", "C", "C", "O", "C", "C", "S", "C", "C", "C", "C", "C", "C", "O", "O", "H", "H", "H", "H", "H", "H", "H", "H", "H", "H", "H"], "positions_angstrom": [[2.918, 5.453, -0.624], [2.655, 4.130, -0.907], [3.689, 3.338, -1.403], [3.420, 1.995, -1.701], [2.141, 1.480, -1.533], [1.067, 2.293, -1.063], [-0.256, 1.789, -0.986], [-1.414, 2.578, -1.219], [-2.702, 2.073, -0.874], [-3.839, 2.863, -1.002], [-3.739, 4.171, -1.516], [-2.491, 4.662, -1.944], [-1.356, 3.874, -1.822], [1.372, 3.648, -0.705], [4.673, 3.765, -1.571], [4.203, 1.342, -2.085], [1.913, 0.449, -1.806], [-0.388, 0.717, -0.826], [-2.768, 1.057, -0.489], [-4.814, 2.472, -0.696], [-4.626, 4.810, -1.587], [-2.409, 5.670, -2.360], [-0.400, 4.255, -2.183], [0.597, 4.304, -0.302], [1.793, -1.785, 5.085], [0.765, -1.194, 4.162], [1.228, -1.281, 2.805], [0.242, -1.190, 1.873], [0.813, -1.075, 0.541], [-0.022, -1.605, -0.793], [-0.481, -3.330, -0.623], [-1.708, -3.701, -0.051], [-2.143, -5.022, -0.174], [-1.343, -5.976, -0.807], [-0.085, -5.613, -1.293], [0.353, -4.294, -1.197], [0.945, -1.627, -1.925], [-0.956, -1.209, 2.128], [1.542, -1.445, 6.087], [1.738, -2.877, 5.098], [2.818, -1.476, 4.865], [-0.176, -1.739, 4.258], [0.615, -0.134, 4.396], [1.892, -1.037, 0.448], [-2.319, -2.941, 0.439], [-3.128, -5.292, 0.206], [-1.703, -6.996, -0.927], [0.557, -6.342, -1.781], [1.316, -4.006, -1.616]], "orbital_gap_ev": 3.561, "relative_energy_kcal_mol": 77.12, "e_lumo_ha": -0.1080, "total_energy_ev": -43882.483}